Formula: C28H41FeN9O2S3
Source: the OMol25 dataset
Level of theory: wB97M-V/def2-TZVPD

Calculated values
**E_HOMO (alpha / beta)**: -0.5639 / -0.5639 Eh
**DFT total energy**: -114080.0664 eV
**Net charge**: +3
**E_LUMO (alpha / beta)**: -0.3453 / -0.3282 Ha
**Energy above the lowest of the compared OMol25 structures with the same formula, charge and spin**: 1.5 kcal/mol
**2S+1**: 2

```
84
Properties=species:S:1:pos:R:3:forces:R:3:mulliken_spin:R:1
Fe -0.233961 0.152405 0.013421 -2.274 -2.193 2.547 1.067
C 1.247698 0.382589 2.705344 0.153 0.067 -0.160 -0.004
N 1.563864 -0.179606 1.365413 0.289 0.003 -0.403 0.007
C 1.732914 -1.642755 1.390932 -0.140 -0.017 0.005 0.001
C 0.338589 -2.116721 1.631681 0.104 0.001 0.073 0.005
N -0.662252 -1.280262 1.404366 0.203 -0.557 -0.454 -0.046
C -1.817774 -1.919274 1.904310 -0.005 0.519 0.093 -0.004
C -3.123226 -1.455500 2.080797 0.019 -0.059 -0.005 0.004
C -4.015176 -2.321404 2.676511 0.011 -0.074 0.053 0.000
C -3.636680 -3.608555 3.101624 -0.037 0.087 -0.030 0.000
C -2.338153 -4.053061 2.982443 0.008 0.082 -0.018 0.000
C -1.441321 -3.167037 2.394445 0.075 -0.200 0.036 -0.003
N -0.060473 -3.250885 2.209760 -0.081 0.028 -0.055 0.001
C 0.262084 1.470037 2.483548 -0.051 -0.020 0.075 0.006
N -0.483496 1.496350 1.394009 0.060 0.940 0.185 -0.034
C -1.349009 2.613766 1.532811 0.113 -0.300 -0.055 0.003
C -2.362623 3.135510 0.725775 0.065 -0.038 0.053 -0.005
C -3.018384 4.253688 1.193382 -0.010 0.047 0.057 0.001
C -2.694841 4.857349 2.421795 -0.040 0.001 -0.081 0.000
C -1.704517 4.348228 3.229169 0.023 -0.071 -0.087 0.002
C -1.053543 3.214325 2.753736 0.011 0.170 0.168 -0.001
N -0.029494 2.463767 3.321475 0.017 -0.057 -0.007 0.005
H 0.791509 -0.386647 3.330117 0.031 0.007 0.004 0.001
H 2.144159 0.732082 3.221552 0.010 0.014 -0.082 0.000
H 2.424462 0.240304 1.021331 -0.023 -0.058 -0.072 0.000
H 2.132756 -1.970002 0.429408 0.006 0.030 -0.005 0.001
H 2.419236 -1.979807 2.172544 -0.045 -0.011 0.015 0.001
H -3.419810 -0.461069 1.783388 -0.001 0.016 -0.004 0.001
H -5.031099 -1.993102 2.846209 -0.021 -0.017 -0.022 0.000
H -4.375291 -4.252311 3.557144 -0.020 -0.003 0.023 0.000
H -2.033111 -5.023726 3.346385 0.019 -0.020 0.017 0.000
H 0.538707 -4.005864 2.509740 -0.003 0.008 0.032 0.000
H -2.630995 2.676257 -0.209269 0.002 -0.002 -0.047 0.002
H -3.815461 4.679647 0.600531 -0.004 0.021 -0.017 0.000
H -3.236346 5.737449 2.738458 -0.019 0.006 -0.007 0.000
H -1.445915 4.805925 4.173078 0.000 -0.008 0.040 0.000
H 0.404765 2.629137 4.216803 -0.004 0.014 0.007 0.000
C 2.395567 0.589715 -4.452321 0.032 -0.122 0.029 0.000
C 3.075626 0.585446 -3.085593 -0.041 -0.312 -0.040 0.012
S 2.030960 0.175759 -1.643007 0.383 0.931 0.151 0.015
C 1.674781 1.837129 -0.914412 0.208 -0.044 -0.296 0.001
C 0.868554 2.811979 -1.761726 0.179 -0.083 -0.172 -0.001
S -0.700708 2.067113 -2.285335 0.072 0.076 0.108 -0.004
C -0.899088 2.614544 -4.004270 0.099 0.039 0.033 -0.001
C -0.100960 1.886607 -5.072079 -0.063 -0.045 -0.006 0.001
S 1.689914 2.152209 -5.020181 0.086 0.179 -0.082 0.000
H 1.641927 -0.196791 -4.508371 0.014 0.000 -0.049 -0.001
H 3.164594 0.344367 -5.186318 -0.010 -0.031 0.003 0.001
H 3.592933 1.516719 -2.857295 -0.032 0.035 -0.025 0.002
H 3.818181 -0.213387 -3.067530 0.066 0.054 -0.041 0.000
H 2.625673 2.285035 -0.613687 0.001 0.035 -0.076 0.001
H 1.142138 1.641104 0.025460 0.403 0.500 -0.330 0.001
H 1.433951 3.088156 -2.650589 -0.082 0.059 0.050 0.000
H 0.657273 3.705077 -1.172492 0.036 0.019 0.006 0.000
H -0.679794 3.682687 -4.009071 -0.018 0.001 -0.040 -0.001
H -1.970521 2.512663 -4.187595 0.003 0.009 -0.051 0.000
H -0.417340 2.278210 -6.041255 -0.028 -0.047 -0.001 0.000
H -0.307546 0.814250 -5.073393 0.024 0.015 0.017 0.000
N -0.591146 -1.336733 -1.339570 0.588 0.131 -0.387 -0.015
C -1.984582 -1.811399 -1.258851 0.010 -0.121 0.093 0.015
C -2.557033 -2.438855 -2.527826 0.070 0.004 -0.051 0.000
C -2.589019 -1.587272 -3.798823 -0.077 0.027 -0.001 -0.001
C -3.622922 -0.454884 -3.823505 -0.079 -0.014 0.043 -0.001
N -4.952992 -0.857659 -3.375178 -0.088 -0.038 -0.183 0.000
C -6.041196 -0.995477 -4.131124 0.092 -0.030 -0.010 0.000
N -7.222317 -1.173542 -3.544389 -0.040 -0.039 0.051 0.000
N -5.980226 -0.963108 -5.461419 0.022 0.014 0.012 0.000
C -2.777347 -0.642726 -0.723933 0.211 0.824 0.120 -0.006
O -3.982626 -0.567393 -0.763761 -0.141 -0.175 -0.146 0.011
O -2.043945 0.327807 -0.201035 -0.457 -0.241 -0.489 -0.035
H -0.429601 -0.835798 -2.214245 0.022 -0.081 -0.066 0.000
H 0.069049 -2.108124 -1.320697 -0.006 -0.032 -0.065 -0.001
H -2.024314 -2.577343 -0.479407 -0.019 0.046 -0.024 -0.001
H -3.568071 -2.768276 -2.281209 0.013 -0.024 0.003 0.000
H -1.994889 -3.351954 -2.732994 0.023 0.011 -0.019 0.000
H -2.777922 -2.261710 -4.636533 -0.023 -0.007 0.020 0.000
H -1.612050 -1.137546 -4.005615 0.026 -0.011 -0.012 0.000
H -3.689789 -0.047859 -4.831829 0.026 0.060 0.020 0.000
H -3.321935 0.377171 -3.184181 0.043 -0.020 0.016 0.000
H -5.057313 -0.917594 -2.367335 0.024 0.078 0.020 0.000
H -7.312962 -1.162916 -2.542430 -0.013 0.041 -0.015 0.000
H -8.058379 -1.331632 -4.082351 0.013 -0.025 0.015 0.000
H -5.105453 -0.927863 -5.951590 0.000 -0.023 -0.005 0.000
H -6.811333 -1.061834 -6.020473 -0.015 0.024 0.004 0.000
```
Forces are in eV/Å.


Formula: C28H41GeIN8OTeW
Source: the OMol25 dataset
Level of theory: wB97M-V/def2-TZVPD

Calculated values
**E_HOMO (alpha / beta)**: -0.4269 / -0.4638 Eh
**DFT total energy**: -117394.5544 eV
**Net charge**: +2
**E_LUMO (alpha / beta)**: -0.1963 / -0.2083 Ha
**Energy above the lowest of the compared OMol25 structures with the same formula, charge and spin**: 0.0 kcal/mol
**2S+1**: 3

```
82
Properties=species:S:1:pos:R:3:forces:R:3:mulliken_spin:R:1
W 0.578430 0.311140 -0.302963 -0.145 -0.101 -0.160 2.095
C 0.930892 -5.014888 -2.455373 0.009 -0.042 0.015 -0.001
N 1.238325 -4.077114 -1.380463 0.014 0.038 -0.003 0.008
C 1.965944 -4.545986 -0.206094 -0.014 -0.028 0.031 0.002
C 0.872272 -2.780964 -1.422103 0.026 0.016 -0.008 0.019
N 1.019577 -1.934936 -0.456543 -0.041 0.011 -0.029 0.014
N 0.319136 -2.378637 -2.640473 -0.027 0.009 -0.063 0.014
C -0.397716 -1.238723 -2.925534 0.020 -0.042 -0.023 0.039
N -0.985048 -1.255503 -4.147623 -0.020 -0.009 0.012 0.020
N -0.462918 -0.221176 -2.129788 0.028 0.065 0.088 -0.026
H 1.158011 -6.019151 -2.112664 -0.014 0.010 -0.004 0.000
H 1.535949 -4.833793 -3.348601 0.007 -0.001 -0.009 0.001
H -0.128759 -4.992949 -2.712196 -0.012 -0.009 -0.002 0.001
H 2.305360 -5.560606 -0.387191 0.013 0.011 -0.011 0.000
H 1.333196 -4.540481 0.683290 0.016 0.005 -0.015 0.000
H 2.837936 -3.917108 -0.017370 -0.009 0.002 0.001 0.000
H 1.329537 -2.356806 0.416492 -0.023 -0.032 -0.014 -0.016
H 0.447392 -3.009749 -3.415020 -0.015 0.045 0.045 0.000
H -1.204515 -2.126186 -4.602800 0.010 0.022 0.012 0.000
H -1.533848 -0.460043 -4.431540 0.013 -0.021 0.008 0.000
H -1.082386 0.502441 -2.479635 -0.039 -0.002 -0.002 0.015
C 2.619877 0.617947 3.634792 -0.040 -0.018 0.011 -0.014
C 3.960660 0.631073 3.289344 0.051 0.003 -0.013 0.038
C 4.305067 0.598711 1.949560 -0.006 0.001 0.020 -0.014
C 3.308159 0.552826 0.987446 0.012 -0.006 0.033 0.060
N 1.999188 0.512011 1.328071 0.075 0.114 -0.045 -0.059
C 1.679011 0.554772 2.629797 0.003 0.009 -0.014 0.035
C 3.588304 0.594638 -0.460790 0.056 0.005 0.023 0.053
C 4.867210 0.705842 -0.989322 0.024 -0.002 0.013 -0.002
C 5.034150 0.799785 -2.357870 0.061 0.005 0.036 0.019
C 3.913480 0.791112 -3.172612 -0.059 0.003 -0.051 -0.009
C 2.672833 0.676501 -2.584987 -0.050 -0.018 -0.025 0.036
N 2.505873 0.567450 -1.259386 0.108 -0.064 -0.083 -0.005
H 2.296192 0.656314 4.665011 0.000 0.000 -0.002 0.001
H 4.729097 0.682122 4.048558 0.002 -0.002 0.002 0.000
H 5.344639 0.627190 1.661305 -0.004 -0.002 -0.001 0.002
H 0.625996 0.543688 2.868270 -0.018 0.008 -0.014 -0.025
H 5.728634 0.732784 -0.340043 0.000 0.000 -0.002 0.002
H 6.024316 0.894013 -2.781869 0.006 -0.001 0.005 0.000
H 3.994342 0.885438 -4.245775 -0.005 -0.001 -0.001 0.000
H 1.765910 0.688165 -3.173395 0.007 0.000 -0.006 0.008
C -0.437297 4.567565 -2.465336 -0.016 0.013 -0.013 -0.006
Ge -1.272625 3.317413 -1.215896 0.064 -0.052 -0.142 0.050
C -2.172981 4.302403 0.213630 0.005 0.012 0.022 -0.005
C -2.581722 2.263030 -2.248943 0.007 -0.041 0.013 0.006
C 0.157123 2.199417 -0.460218 -0.138 -0.055 0.294 -0.409
H -1.185359 5.219431 -2.917806 -0.003 -0.003 0.004 -0.001
H 0.081738 4.038374 -3.266075 -0.003 -0.002 0.009 0.000
H 0.286447 5.195015 -1.944641 0.005 -0.002 -0.002 0.001
H -3.253427 4.294941 0.066128 0.055 0.003 -0.014 0.000
H -1.830697 5.336883 0.214579 0.015 0.009 0.002 0.000
H -1.961743 3.870905 1.191813 0.004 0.019 -0.029 0.000
H -3.461109 2.878765 -2.440685 0.011 0.021 -0.021 0.001
H -2.932433 1.373106 -1.723690 0.053 0.049 -0.028 -0.003
H -2.171973 1.987908 -3.226872 -0.030 0.030 -0.026 -0.001
H 0.910425 2.912832 -0.079375 -0.031 0.016 0.034 0.060
C -2.359319 0.992210 2.357448 -0.007 -0.019 -0.035 -0.009
Te -1.561789 -0.693664 1.313708 0.003 0.078 0.022 -0.018
C -3.352729 -0.629602 0.148938 0.025 -0.014 -0.016 0.029
C -4.072103 0.634426 0.547587 -0.051 -0.024 0.049 -0.005
C -5.223629 1.026866 -0.132585 -0.013 -0.003 0.019 -0.001
C -5.918742 2.155330 0.263213 0.008 0.000 -0.012 0.001
C -5.472591 2.898725 1.350107 -0.014 -0.031 0.039 0.000
C -4.329486 2.514529 2.026947 -0.050 -0.045 0.017 0.001
C -3.618095 1.385415 1.625691 0.019 0.036 -0.009 0.005
H -1.612880 1.784858 2.331257 0.022 0.007 0.015 -0.001
H -2.544771 0.699887 3.390563 -0.017 0.009 -0.043 0.002
H -3.928974 -1.519248 0.399058 -0.008 0.003 -0.012 0.002
H -3.105116 -0.665909 -0.910251 0.023 0.019 -0.033 -0.003
H -5.578663 0.439503 -0.971141 -0.001 -0.001 -0.001 0.000
H -6.811950 2.453476 -0.268802 -0.005 -0.002 0.000 0.000
H -6.019381 3.775403 1.669527 0.001 0.012 -0.003 0.000
H -3.980096 3.096572 2.871224 0.002 0.004 -0.006 0.000
N 2.243995 -3.347717 4.316712 0.015 0.063 0.047 0.000
C 1.225322 -2.954469 3.535452 0.012 -0.102 -0.020 0.001
O 1.390168 -2.578638 2.378907 -0.014 0.074 0.063 -0.009
C -0.148542 -3.027018 4.157130 0.015 0.001 -0.009 0.000
I -0.593078 -1.194675 5.159268 0.002 -0.057 0.075 0.000
H 3.184640 -3.281583 3.964679 0.000 -0.014 -0.005 0.000
H 2.105855 -3.625380 5.273151 0.001 -0.006 -0.002 0.000
H -0.237207 -3.809956 4.903914 0.007 -0.010 -0.001 0.000
H -0.894908 -3.148490 3.379768 0.003 0.027 0.007 0.000
```
Forces are in eV/Å.


Formula: C28H41N2NiO5S3Sb
Source: the OMol25 dataset
Level of theory: wB97M-V/def2-TZVPD

Calculated values
**E_HOMO (alpha / beta)**: -0.0761 / -0.0751 Eh
**DFT total energy**: -123007.6524 eV
**Net charge**: -2
**E_LUMO (alpha / beta)**: 0.1568 / 0.1568 Ha
**Energy above the lowest of the compared OMol25 structures with the same formula, charge and spin**: 0.0 kcal/mol
**2S+1**: 3

```
81
Properties=species:S:1:pos:R:3:forces:R:3:mulliken_spin:R:1
Ni -1.134259 -1.361335 -0.071024 0.040 -0.681 -0.053 1.703
C 0.734876 -1.272300 2.675342 -0.010 0.019 -0.073 0.002
C -0.082507 -2.422060 2.170571 0.125 0.045 -0.115 0.016
N -1.329297 -2.225714 1.907191 -0.478 -0.060 0.424 0.007
N -2.104095 -3.387598 1.787905 0.163 0.080 -0.113 -0.001
C -2.972266 -3.414526 0.848750 -0.028 -0.181 -0.042 -0.001
S -3.220698 -2.332934 -0.467131 -0.141 0.172 0.276 0.089
S -4.047931 -4.855679 0.876849 0.072 0.090 -0.063 -0.002
C -3.018832 -6.005140 1.820913 -0.014 0.047 0.092 0.002
C -2.993502 -5.849105 3.321905 0.014 -0.015 -0.056 -0.001
C -4.156323 -5.666493 4.060527 -0.032 -0.032 0.008 0.000
C -4.113705 -5.599223 5.446229 0.003 0.009 0.013 0.000
C -2.902167 -5.712714 6.115279 0.005 -0.005 -0.021 0.000
C -1.734025 -5.881032 5.382231 -0.017 -0.006 0.006 0.000
C -1.780621 -5.944342 3.997136 0.024 -0.003 0.018 0.000
C 0.561151 -3.679606 1.775784 -0.049 0.000 -0.011 -0.002
C 1.318018 -4.481823 2.615365 -0.030 0.031 0.024 0.006
C 1.882052 -5.669224 2.170437 -0.022 -0.014 -0.086 -0.002
C 1.692840 -6.020448 0.828227 0.032 -0.008 0.072 0.003
C 0.991135 -5.214405 -0.041399 -0.052 0.069 -0.007 0.003
C 0.390749 -3.989678 0.380061 0.169 -0.081 0.007 0.011
O -0.221563 -3.231355 -0.443422 -0.041 0.151 -0.102 0.042
H 0.106415 -0.564168 3.213757 -0.001 -0.001 0.000 -0.001
H 1.187291 -0.741821 1.831780 0.029 -0.037 0.001 0.007
H 1.534646 -1.650493 3.316067 -0.014 0.009 0.042 0.001
H -2.005930 -5.922219 1.427105 0.009 -0.050 0.004 0.000
H -3.413080 -6.994122 1.568800 0.025 0.002 -0.015 0.000
H -5.098972 -5.553870 3.536985 0.012 0.014 0.006 0.000
H -5.029435 -5.444655 6.006158 0.010 -0.010 -0.010 0.000
H -2.867312 -5.657193 7.197267 0.002 0.015 -0.012 0.000
H -0.778105 -5.950198 5.889070 -0.011 0.014 -0.007 0.000
H -0.863821 -6.040259 3.425641 -0.012 0.007 0.000 0.000
H 1.428588 -4.186170 3.655615 0.014 0.007 -0.015 0.000
H 2.449165 -6.303747 2.839785 -0.002 -0.007 0.005 0.000
H 2.117223 -6.949355 0.457581 0.008 0.010 -0.004 0.000
H 0.871687 -5.486914 -1.083843 -0.009 -0.006 0.016 0.000
O -1.315361 0.766408 0.414863 0.023 -0.001 -0.210 0.043
S -0.340503 0.738123 -0.723942 0.007 0.271 -0.101 -0.023
O 0.075281 2.074009 -1.150432 -0.044 -0.116 0.059 0.005
O -1.006642 -0.061028 -1.798585 0.124 0.089 0.020 0.052
O 0.797899 -0.110907 -0.246547 -0.055 0.090 -0.066 0.044
C 3.185825 4.494202 3.856668 -0.034 0.017 -0.025 0.000
C 2.359411 3.260112 3.495419 -0.047 -0.084 0.147 0.000
C 1.120455 3.234527 4.399615 -0.028 -0.012 0.002 0.000
C 3.189168 2.018725 3.841705 0.003 -0.027 -0.030 0.000
Sb 1.498632 2.812976 1.452152 0.258 0.087 0.097 -0.005
C 3.360962 2.760367 0.233029 -0.021 0.064 -0.049 0.002
C 3.837570 1.310089 0.358067 0.005 -0.009 0.004 -0.004
C 4.457347 3.715015 0.692545 0.048 -0.033 -0.011 0.000
C 3.078850 3.027901 -1.247521 -0.034 -0.018 -0.004 0.000
C 0.516622 4.744872 0.960338 -0.059 -0.019 -0.070 0.000
C -0.961432 4.420108 1.203771 -0.020 0.022 0.033 0.002
C 0.702835 5.131051 -0.505159 0.008 -0.018 0.000 0.000
C 0.920677 5.938012 1.814628 -0.012 0.048 -0.006 0.000
H 3.549854 4.389232 4.891387 -0.015 0.014 -0.013 0.000
H 2.602471 5.412776 3.815286 -0.009 -0.002 -0.006 0.000
H 4.059282 4.630422 3.221096 0.021 -0.040 -0.035 0.000
H 1.423442 3.198341 5.457052 0.003 0.017 -0.018 0.000
H 0.494677 2.359127 4.203429 0.031 -0.003 0.017 0.000
H 0.491356 4.118852 4.269196 0.010 0.008 -0.025 0.000
H 3.364393 1.977010 4.927357 0.008 0.015 -0.019 0.000
H 4.166016 2.031001 3.353488 -0.001 0.011 -0.009 0.000
H 2.685905 1.090114 3.554133 -0.005 0.027 0.015 0.000
H 4.105019 1.048062 1.383730 0.012 -0.002 0.019 0.000
H 4.730297 1.164581 -0.267412 -0.005 0.001 0.025 0.000
H 3.066173 0.612066 0.025463 0.000 0.013 -0.037 0.002
H 4.858356 3.440707 1.669260 -0.017 0.006 0.031 0.000
H 4.109851 4.751146 0.743882 0.006 -0.012 -0.019 0.000
H 5.292768 3.677854 -0.023566 -0.005 0.006 0.027 0.000
H 2.185447 2.515081 -1.603100 0.042 -0.038 0.020 0.000
H 3.939729 2.672400 -1.832184 0.002 0.031 0.009 0.000
H 2.959873 4.092795 -1.448989 0.045 -0.037 -0.016 0.000
H -1.282058 3.539476 0.643636 0.016 0.025 -0.041 0.000
H -1.584788 5.274801 0.902017 0.012 -0.008 0.022 0.000
H -1.156696 4.219852 2.262444 -0.001 0.006 -0.011 0.000
H 0.513937 4.297606 -1.180155 -0.042 0.010 0.030 0.000
H 1.712245 5.508652 -0.686118 -0.044 0.034 0.008 0.000
H -0.003203 5.939062 -0.749680 0.021 0.002 0.008 0.000
H 0.754233 5.769729 2.878724 -0.022 -0.015 0.003 0.000
H 0.310868 6.807453 1.523393 0.025 -0.003 0.007 0.000
H 1.970431 6.207185 1.671380 -0.004 -0.008 0.013 0.000
```
Forces are in eV/Å.